# 1
The following is a DFT calculation (ωB97M-V/def2-TZVPD) of a 12-piece molecular cluster, C39H110N8O12 overall.

## Properties
- SMILES string: COC[C@H](C)N.COC[C@H](C)N.COC[C@H](C)N.COC[C@H](C)N.COC[C@H](C)N.COC[C@H](C)N.COC[C@H](C)N.COC[C@H](C)N.CCO.CCO.CCO.CO
- HOMO: -8.99 eV
- Net charge: 0
- LUMO energy: 0.2 eV

Last column: Löwdin charge in e.
Atoms and positions in Å:
1 C -7.0571 -1.3238 -3.2689  -0.077
2 O -6.8235 0.1428 -3.0680  -0.204
3 C -5.8290 0.4735 -2.0459  -0.161
4 C -5.5601 2.0745 -2.1492  -0.413
5 C -5.0311 2.6179 -3.5284  -0.049
6 N -4.6663 2.4608 -1.1266  0.013
7 H -6.1811 -1.9607 -3.3924  0.067
8 H -7.6158 -1.5226 -4.1834  0.077
9 H -7.5349 -1.8025 -2.4141  0.071
10 H -6.3085 0.2832 -1.0857  0.102
11 H -4.9258 -0.1330 -1.9788  0.108
12 H -6.5049 2.5564 -1.8977  0.129
13 H -4.3767 1.9181 -4.0482  0.065
14 H -4.3465 3.4634 -3.4609  0.069
15 H -5.8886 2.7391 -4.1903  0.069
16 H -3.7501 2.0592 -1.2659  0.060
17 H -5.0134 2.2024 -0.2140  0.073
18 C 1.4730 2.3897 -0.5768  -0.160
19 O 0.3466 1.6942 -0.9504  -0.169
20 C 0.0348 0.7031 0.0742  -0.185
21 C -1.2324 -0.0744 -0.2413  -0.455
22 C -2.0201 -0.5980 0.9444  -0.059
23 N -0.8250 -1.2220 -1.0145  0.038
24 H 2.3907 1.8022 -0.6036  0.095
25 H 1.3166 3.0673 0.2625  0.085
26 H 1.6125 3.1453 -1.3499  0.087
27 H 0.9070 0.1020 0.3309  0.124
28 H -0.0769 1.2295 1.0221  0.112
29 H -1.9279 0.5864 -0.7588  0.122
30 H -2.9533 -1.1044 0.6980  0.078
31 H -2.2576 0.3212 1.4798  0.075
32 H -1.3671 -1.2544 1.5196  0.080
33 H -0.2770 -1.7907 -0.3850  0.062
34 H -0.1798 -0.8370 -1.6895  0.068
35 C -2.6239 -2.7561 -6.5011  -0.121
36 O -2.3143 -3.8865 -7.2625  -0.200
37 C -1.3937 -3.6928 -8.3512  -0.180
38 C -1.2106 -5.0304 -9.1308  -0.494
39 C -0.6189 -6.1870 -8.4078  -0.062
40 N -0.5092 -4.5752 -10.2578  0.028
41 H -3.1114 -1.9610 -7.0653  0.083
42 H -1.7275 -2.2583 -6.1313  0.084
43 H -3.2813 -3.2330 -5.7741  0.092
44 H -1.7097 -2.8976 -9.0265  0.125
45 H -0.4137 -3.3531 -8.0161  0.118
46 H -2.2337 -5.3435 -9.3389  0.139
47 H -1.3049 -6.2416 -7.5624  0.075
48 H 0.3923 -5.9741 -8.0612  0.085
49 H -0.7748 -7.1423 -8.9091  0.085
50 H 0.2739 -4.0207 -9.9427  0.071
51 H 0.0741 -5.3622 -10.5037  0.071
52 C 3.5875 -3.1804 -5.3853  -0.119
53 O 3.6974 -1.9025 -5.9195  -0.170
54 C 4.8567 -1.2238 -5.7357  -0.247
55 C 4.5571 0.2837 -5.4109  -0.368
56 C 3.6571 0.9041 -6.5472  -0.047
57 N 5.8155 1.0581 -5.1654  0.020
58 H 4.3025 -3.9204 -5.7448  0.087
59 H 2.6174 -3.6142 -5.6277  0.082
60 H 3.5662 -3.3303 -4.3058  0.085
61 H 5.5357 -1.5921 -4.9667  0.119
62 H 5.4191 -1.3889 -6.6547  0.129
63 H 4.1114 0.4181 -4.4253  0.123
64 H 4.1379 1.1090 -7.5037  0.075
65 H 3.0733 1.7125 -6.1069  0.072
66 H 2.9249 0.1386 -6.8042  0.060
67 H 6.5255 0.3398 -5.1573  0.045
68 H 6.0127 1.5931 -5.9990  0.052
69 C 4.3856 6.5332 7.0817  -0.142
70 O 4.7826 5.8296 5.9384  -0.181
71 C 5.8024 6.6723 5.3180  -0.196
72 C 6.3148 6.1222 4.0148  -0.460
73 C 5.3218 5.6930 3.0107  -0.072
74 N 7.0145 4.8531 4.3208  0.013
75 H 3.7896 7.4411 6.9892  0.090
76 H 5.1954 6.6656 7.7992  0.089
77 H 3.7144 5.7536 7.4420  0.091
78 H 5.4355 7.6748 5.0977  0.124
79 H 6.6382 6.7457 6.0137  0.119
80 H 7.1479 6.6320 3.5309  0.142
81 H 4.8493 6.6328 2.7251  0.084
82 H 4.6494 5.0470 3.5752  0.081
83 H 5.9277 5.2202 2.2377  0.086
84 H 7.8592 5.0523 4.8375  0.066
85 H 6.3705 4.2637 4.8286  0.066
86 C 8.3822 6.9158 -1.4798  -0.136
87 O 7.4860 7.8936 -1.9596  -0.186
88 C 6.5860 7.3121 -2.9629  -0.168
89 C 5.3051 8.2365 -3.1606  -0.433
90 C 4.4559 8.2288 -1.8907  -0.071
91 N 4.5054 7.8237 -4.3156  0.033
92 H 8.8982 7.3560 -0.6266  0.087
93 H 9.0741 6.4709 -2.1950  0.083
94 H 7.8518 6.0424 -1.1005  0.078
95 H 7.1344 7.2061 -3.8989  0.115
96 H 6.1341 6.3523 -2.7123  0.116
97 H 5.6315 9.2599 -3.3457  0.133
98 H 5.0480 8.4915 -1.0141  0.076
99 H 3.8081 7.3547 -1.8236  0.075
100 H 3.7167 9.0153 -2.0428  0.071
101 H 4.6481 6.8321 -4.4438  0.062
102 H 4.9902 8.1898 -5.1224  0.065
103 C -0.4836 -0.5632 8.5594  -0.067
104 O -1.5013 -1.1589 7.7143  -0.216
105 C -2.6577 -0.4002 7.4060  -0.222
106 C -3.5964 -1.0452 6.4380  -0.448
107 C -4.7493 -0.1090 6.0520  -0.070
108 N -4.2140 -2.2072 7.0594  0.044
109 H 0.4626 -1.0992 8.6333  0.087
110 H -0.9561 -0.3319 9.5140  0.082
111 H -0.3489 0.4194 8.1073  0.077
112 H -3.1354 -0.0997 8.3385  0.136
113 H -2.3347 0.4869 6.8612  0.119
114 H -3.0953 -1.2963 5.5032  0.138
115 H -4.3504 0.8634 5.7632  0.070
116 H -5.5652 -0.0187 6.7692  0.081
117 H -5.3215 -0.3347 5.1522  0.069
118 H -4.8739 -2.7327 6.5040  0.071
119 H -3.4000 -2.8051 7.0550  0.058
120 C -5.5555 -6.1236 0.1941  -0.132
121 O -6.0552 -6.1956 1.4982  -0.183
122 C -7.1742 -5.3114 1.7255  -0.188
123 C -7.6062 -5.3413 3.1840  -0.391
124 C -8.3493 -4.0195 3.6718  -0.069
125 N -6.4381 -5.3439 4.0784  0.024
126 H -5.1864 -7.0786 -0.1800  0.089
127 H -4.8131 -5.3703 -0.0694  0.085
128 H -6.3183 -5.8205 -0.5231  0.076
129 H -6.8595 -4.3022 1.4599  0.121
130 H -8.0176 -5.4226 1.0440  0.124
131 H -8.2289 -6.1795 3.4967  0.130
132 H -8.4941 -4.2869 4.7186  0.063
133 H -9.2899 -3.6561 3.2581  0.061
134 H -7.6992 -3.1450 3.6457  0.062
135 H -5.6390 -5.4048 3.4637  0.059
136 H -6.4290 -6.2479 4.5287  0.070
137 C 0.7987 -5.7942 5.3778  -0.087
138 C -0.3501 -4.8920 5.4832  -0.379
139 O -0.0147 -3.5677 5.1526  -0.076
140 H 1.5639 -5.3312 6.0008  0.083
141 H 1.0642 -5.7919 4.3206  0.076
142 H 0.4926 -6.7708 5.7529  0.085
143 H -0.8639 -4.8759 6.4443  0.116
144 H -1.1111 -5.1793 4.7577  0.111
145 H -0.1196 -3.0842 5.9753  0.067
146 C 3.6568 -3.4643 1.7706  -0.096
147 C 2.7006 -4.3524 0.9747  -0.306
148 O 1.4071 -3.9076 1.2966  -0.094
149 H 3.7001 -2.4048 1.5182  0.067
150 H 4.7048 -3.7399 1.6528  0.068
151 H 3.4431 -3.3772 2.8359  0.071
152 H 2.8752 -5.3736 1.3135  0.103
153 H 2.7822 -4.3260 -0.1119  0.112
154 H 1.2693 -3.8427 2.2445  0.067
155 C 0.0164 5.1727 4.9333  -0.092
156 C -0.0719 5.7348 3.5551  -0.335
157 O -1.4221 6.0526 3.2339  -0.076
158 H -0.2540 6.0028 5.5859  0.076
159 H 1.0724 5.0190 5.1553  0.067
160 H -0.5429 4.2751 5.1973  0.078
161 H 0.0668 4.9256 2.8381  0.095
162 H 0.7270 6.4285 3.2932  0.114
163 H -1.6240 5.4536 2.5113  0.076
164 C -0.6872 -5.9914 -2.9458  -0.189
165 O -1.6648 -6.9312 -2.6888  -0.117
166 H -1.2104 -5.0425 -3.0644  0.079
167 H 0.0903 -5.9602 -2.1826  0.079
168 H -0.1723 -6.2441 -3.8727  0.070
169 H -2.3641 -6.8482 -3.3412  0.077

---

# 2
The following is a DFT calculation (ωB97M-V/def2-TZVPD) of a 2-piece molecular cluster, ClHNO2S overall.

## Properties
- ΔE to the lowest compared entry with this formula, charge and spin: 19.5 kcal per mole
- HOMO (spin up / spin down): -3.04 / -2.30 eV
- Net charge: -1
- LUMO energy (spin up / spin down): 3.8 / 2.7 eV
- Spin multiplicity: 3
- ⟨S²⟩: 2.04

Last column: Löwdin spin population.
Atoms and positions in Å:
1 N -1.3665 0.5974 0.3514  0.790
2 O -2.0730 1.5622 -0.0777  0.679
3 O 0.8424 -1.7535 0.0284  0.176
4 S 1.1105 -0.3466 0.4099  0.270
5 Cl 2.9930 0.1865 -0.4570  0.046
6 H -1.5064 -0.2460 -0.2551  0.038

---

Number 1: E_tot -2892.36779 hartree, maximum force 3.54 eV/A. Number 2: E_tot -1064.12830 hartree, maximum force 1.50 eV/A.